[1]
Here is a structure of composition C19H14N4O7S2 from OMol25. Energies are from wB97M-V/def2-TZVPD.

XYZ file:
```
46
Properties=species:S:1:pos:R:3:forces:R:3:mulliken_charge:R:1
C 1.39788 2.08633 0.16710 2.74 1.11 -7.06 -1.04
H 1.02877 1.91903 1.05218 -2.17 -1.01 4.75 0.44
O 2.49457 1.20460 -0.19468 -2.68 -3.10 0.61 -0.38
C 2.02448 -0.22105 -0.19365 -3.91 3.48 -0.58 -0.15
C 0.69061 -0.82205 -0.20617 -0.36 8.23 2.55 -0.17
C 0.31099 -2.09817 -0.06035 5.10 0.35 -0.68 0.72
C 1.33045 -3.05074 -0.12091 7.65 15.66 -1.88 -1.72
C 2.69987 -2.46184 -0.51215 -4.33 -3.19 2.28 -0.61
C 2.95243 -1.10302 -0.41651 6.18 -2.87 -0.27 1.14
O 4.35406 -0.75674 -0.45537 -2.94 0.49 -0.19 -0.44
C 4.78600 0.24043 0.56369 4.84 -5.74 -9.22 0.90
O 4.20874 0.34192 1.50327 -3.42 2.34 7.54 -0.39
C 6.19278 0.35196 0.06580 -2.34 7.31 13.64 -0.04
C 7.07359 1.37357 0.95726 -2.47 -3.89 -3.09 -0.52
C 8.16749 1.47060 -0.02921 4.55 9.97 14.99 -0.10
C 7.82887 0.81394 -0.95022 2.66 -6.77 -15.60 -0.41
O 6.73358 0.10941 -0.98446 0.62 -1.67 -5.48 -0.17
H 8.43104 0.68434 -1.89797 -0.79 -0.01 1.14 0.34
H 9.17264 2.13566 0.27788 -2.92 -2.15 -1.64 0.24
H 6.86426 1.68276 2.03642 0.48 -0.39 -2.01 0.36
H 3.49126 -3.18058 -0.60555 0.42 0.11 -0.19 0.45
H 1.09287 -3.88570 -0.18246 -3.00 -14.01 -0.66 0.92
C -0.95533 -2.46091 0.05352 -7.11 -6.23 1.41 -0.09
C -2.30379 -2.08626 0.24212 2.84 2.77 -3.90 -0.48
C -2.75084 -0.60206 -0.17138 0.06 -7.28 4.34 0.42
N -1.96724 0.30209 0.10356 4.81 -2.14 -1.05 -0.39
H -2.57979 0.95477 0.10643 -4.15 7.76 0.40 0.12
N -4.12670 -0.51637 -0.00342 1.42 -10.56 -0.10 0.97
C -5.05231 -1.81945 0.14968 5.11 -0.90 -1.21 0.33
N -4.54738 -3.02661 0.16385 -4.10 3.60 -0.05 -0.49
C -3.21657 -3.16642 0.08441 1.06 -7.54 1.27 0.45
O -2.89993 -4.45329 0.08636 -0.03 5.07 -0.39 -0.69
S -6.62530 -1.21135 -0.00062 -3.04 -5.33 0.41 -0.21
C -6.07502 0.25329 -0.06643 0.96 9.09 0.36 0.42
N -4.81769 0.44685 -0.00987 -4.16 9.10 -0.84 -1.33
S -7.13244 1.99472 -0.08674 -6.94 -9.83 -0.47 0.89
O -7.78539 1.73819 -1.57452 2.25 2.13 5.98 -0.59
O -7.98582 1.76006 1.31905 3.31 1.97 -5.87 -0.57
C -6.06777 3.24157 -0.03490 -1.96 3.17 9.08 -0.78
H -5.49371 3.25883 -0.80102 3.80 0.39 -5.19 0.42
H -5.43730 3.07430 1.04912 -1.73 0.57 -3.16 0.31
H -6.79151 4.16840 0.13029 1.74 -1.64 -0.52 0.34
H -1.01795 -3.70736 0.04108 0.01 3.12 0.31 0.19
H -0.20209 -0.10014 0.10740 2.35 -1.27 -1.34 0.71
H 1.76680 3.10129 0.00977 0.38 -0.04 0.71 0.28
H 0.73783 2.02119 -0.71166 -0.79 -0.25 0.85 0.37
```
Forces are in eV/Å.

E_HOMO   -8.72 eV
Multiplicity   1
Energy above the lowest of the compared OMol25 structures with the same formula, charge and spin   425.6 kcal per mole
E_LUMO   -1.366 eV

[2]
Here is a cluster of 12 separate species, C42H94N5O15 in total from OMol25. Energies are from wB97M-V/def2-TZVPD.

XYZ file:
```
156
Properties=species:S:1:pos:R:3:forces:R:3:mulliken_charge:R:1
C 1.20267 -0.60310 -8.75512 1.39 0.17 -0.48 -1.30
C 2.51226 -0.65770 -7.94171 1.80 0.74 -2.52 -0.03
C 2.42303 -0.62852 -6.49296 -0.55 -0.36 3.32 -0.63
N 2.19396 -1.97555 -5.74076 -0.76 -1.05 -1.38 0.66
C 1.01947 -2.68737 -6.44867 -0.03 0.65 -1.91 -0.02
C 0.55635 -4.04132 -5.96843 -0.46 1.23 1.08 -1.30
C 0.20927 -3.92535 -4.45965 -0.77 1.49 -1.76 -0.43
C 1.25451 -3.12068 -3.73112 1.06 0.28 2.52 0.08
C 1.73913 -1.82709 -4.33143 -0.93 1.92 -0.21 -0.97
C 3.45463 -2.80175 -5.75551 -0.83 0.58 -0.11 -0.91
H 0.38639 -0.20946 -8.19824 -0.73 0.23 0.69 0.33
H 0.95415 -1.59002 -9.12914 -0.15 0.02 -0.22 0.35
H 1.35694 0.10056 -9.57801 -0.13 -0.36 -0.16 0.34
H 3.22099 0.24427 -8.22129 -1.57 -1.45 0.51 0.40
H 3.15341 -1.52631 -8.24817 -0.71 0.43 0.07 0.15
H 1.60773 -0.02442 -6.05302 0.37 0.15 -0.55 0.31
H 3.37655 -0.27631 -6.11148 0.01 0.10 0.44 0.37
H 0.21259 -1.95091 -6.36957 0.00 -0.02 0.00 0.40
H 1.27615 -2.81010 -7.52414 0.16 0.12 0.89 -0.43
H -0.28181 -4.34642 -6.62705 0.40 0.23 0.51 0.42
H 1.34202 -4.70168 -6.19718 0.93 -1.25 -0.08 0.42
H -0.80994 -3.47911 -4.38827 0.77 0.14 0.05 -0.02
H 0.12882 -4.85009 -3.99236 -0.11 -1.75 0.78 0.95
H 0.93121 -2.83781 -2.65459 0.40 -0.63 -1.69 -0.49
H 2.17462 -3.70810 -3.60483 -0.47 -0.34 0.30 0.50
H 0.86788 -1.13176 -4.31614 0.60 -0.17 -0.36 0.27
H 2.55114 -1.30764 -3.79582 -0.27 -0.54 0.15 0.42
H 3.16435 -3.70975 -5.22985 0.80 0.02 -0.06 0.48
H 4.20205 -2.16778 -5.26801 0.03 -0.54 0.17 0.29
H 3.70136 -3.02537 -6.79191 0.00 -0.22 -0.11 0.34
C 1.04623 2.75817 2.65822 0.42 0.58 -0.69 -1.27
C 2.58427 2.69051 2.88096 -0.23 0.29 0.69 0.30
C 2.83286 3.37477 4.25769 1.32 -0.76 -1.29 -1.22
N 4.23382 3.98880 4.55191 -1.94 -0.38 0.09 0.73
C 4.18976 4.39694 6.00888 1.43 1.45 -0.76 -0.36
C 5.52788 5.13196 6.27460 -0.17 -0.77 1.11 -0.76
C 6.75301 4.21623 6.10657 0.78 1.60 -0.26 -0.56
C 6.71982 3.64179 4.70862 0.17 0.43 -0.05 -0.89
C 5.35481 3.09109 4.36033 1.26 -3.17 0.08 -0.05
C 4.35878 5.07486 3.59512 0.31 2.12 -0.55 -1.12
H 0.75992 2.38151 1.68705 0.19 -0.29 -0.41 0.42
H 0.62485 3.79769 2.66527 0.57 -0.79 0.44 0.23
H 0.53466 2.10395 3.34406 -0.23 0.04 0.56 0.11
H 3.13199 3.16627 2.08414 -0.08 0.43 -0.45 0.39
H 2.96301 1.64841 2.87383 -0.42 0.46 0.32 -0.13
H 2.72115 2.59671 4.96118 -0.33 -0.58 1.25 0.33
H 2.20268 4.22288 4.39183 -0.71 0.47 0.13 0.62
H 3.99477 3.49227 6.56893 0.06 -0.17 0.18 0.29
H 3.44103 5.17452 6.14374 -0.53 -0.42 -0.18 0.38
H 5.50748 5.50222 7.29803 -0.13 0.13 0.09 0.45
H 5.51858 6.01074 5.62676 0.41 -0.08 0.11 0.33
H 6.77963 3.43070 6.84792 -0.32 -0.26 0.30 0.26
H 7.72363 4.79446 6.24688 -1.19 -0.55 -0.12 0.37
H 7.41615 2.79821 4.69370 0.03 0.22 -0.57 0.40
H 6.99503 4.43699 3.99718 0.31 -0.47 0.11 0.29
H 5.25125 2.13788 4.94399 -0.74 1.04 -0.05 -0.22
H 5.37811 2.70881 3.34027 -0.29 0.42 -0.27 0.50
H 5.30068 5.62257 3.69230 -0.10 -0.45 -0.10 0.56
H 3.58522 5.84926 3.66739 -0.24 -0.41 0.37 0.20
H 4.27941 4.66028 2.60367 0.19 -0.10 -0.23 0.39
C -0.97780 -0.54896 -1.94955 -1.25 1.23 -0.61 -0.84
C -0.57792 -0.38984 -0.51056 0.17 0.31 1.49 1.27
C -1.71920 0.28771 0.27334 -1.26 0.03 -1.38 -1.49
O -1.40735 0.59223 1.60755 -0.29 -0.57 -0.10 0.09
C -2.49975 1.33663 2.13341 0.22 -0.37 0.20 -1.05
N -0.23395 -1.70097 0.03069 1.11 -0.93 0.31 -0.02
H -1.47335 -3.01674 -0.65645 0.82 0.48 1.11 0.25
H 0.53841 -2.10365 -0.54416 -0.71 0.49 0.45 0.09
H 0.23502 -1.64426 0.96358 -0.84 0.17 -1.04 0.02
H -2.00959 -0.12409 -1.99617 0.66 -0.32 -0.68 0.41
H -1.04532 -1.56405 -2.29486 -0.07 -0.56 0.19 -0.15
H -0.33794 -0.04009 -2.67035 -0.01 0.33 0.18 0.22
H 0.22990 0.33621 -0.35750 0.38 -0.18 -0.36 0.10
H -2.72436 -0.28173 0.14187 1.51 0.40 0.48 0.22
H -1.92377 1.28268 -0.21964 0.27 -0.83 -0.06 0.52
H -2.11401 2.17438 2.68417 0.14 0.82 -0.21 0.24
H -3.07126 0.79818 2.86269 -0.26 -0.90 0.42 0.22
H -3.18673 1.55355 1.32465 -0.13 0.77 0.09 0.59
C -8.02039 0.40287 -3.11414 -1.94 -0.15 0.60 -1.68
C -7.48495 -0.91498 -2.58602 0.68 0.16 0.37 0.71
C -7.39774 -2.07406 -3.56219 -0.28 0.42 -0.27 -0.71
O -8.66259 -2.56799 -3.89768 -1.23 -0.34 -0.77 -0.35
C -9.04764 -3.79594 -3.34248 1.26 -1.11 1.07 -0.65
N -6.12038 -0.72312 -2.05757 0.17 -0.32 0.92 -0.55
H -6.03539 0.27134 -1.95977 0.54 0.36 0.40 0.25
H -5.95462 -1.15303 -1.11190 -0.44 0.61 -1.42 0.22
H 1.03987 10.63647 8.24997 -0.01 -0.05 -0.08 0.02
H -8.34782 1.11431 -2.30836 0.81 -0.59 -0.59 0.34
H -8.94109 0.24078 -3.67153 -0.34 -0.41 0.07 0.43
H -7.43355 0.86258 -3.86324 1.32 0.65 -0.44 0.46
H -8.14000 -1.22941 -1.79215 -0.53 -0.23 0.42 0.09
H -6.87751 -2.85193 -3.03554 0.84 -0.43 0.00 0.35
H -6.89670 -1.77534 -4.50393 0.06 -0.21 0.54 0.28
H -8.33615 -4.65836 -3.53418 -0.29 0.98 -0.28 0.27
H -9.99574 -4.12474 -3.76316 -0.14 0.41 0.18 0.26
H -9.05437 -3.77036 -2.21854 -0.48 0.21 -0.77 0.29
C -0.59800 -0.23042 5.28453 -0.87 -0.71 -0.59 -0.68
C -0.61321 -1.81395 5.16685 -0.99 0.77 1.45 0.19
C -1.52758 -2.53235 4.16801 0.41 1.38 -0.14 0.05
O -2.89954 -2.51854 4.57418 1.29 0.56 -0.07 -0.40
C -3.63040 -2.99891 3.51211 -3.13 -1.58 -0.11 -0.60
N 0.74423 -2.29773 4.94974 0.12 1.05 -1.22 -0.50
H 1.49801 -1.86645 5.47361 -0.17 0.30 0.49 0.16
H 0.76647 -3.26774 5.10221 0.25 -1.41 0.24 0.19
H 1.43458 -1.84507 3.07408 -0.62 0.16 0.12 0.15
H -0.53088 0.25956 4.29025 0.11 -0.44 0.37 -0.28
H 0.34908 -0.03806 5.82690 -0.81 0.46 0.07 0.40
H -1.55910 0.19721 5.75769 1.72 -0.83 -0.37 0.37
H -1.03501 -2.17776 6.13650 0.51 0.29 -0.20 0.15
H -1.17218 -3.54510 4.10318 0.08 -0.85 0.01 0.44
H -1.38997 -2.10708 3.15250 -0.30 0.05 0.34 -0.25
H -3.56783 -4.10265 3.37201 0.12 0.26 0.49 0.32
H -3.31431 -2.64248 2.56984 0.42 0.99 -1.13 0.17
H -4.75443 -2.78097 3.60906 1.68 -0.07 0.18 0.26
C 3.07104 -5.02563 -10.60041 0.48 -0.51 1.45 -1.13
C 2.64147 -4.49316 -9.21106 0.77 0.41 0.51 0.70
O 1.58956 -4.94766 -8.72744 -0.27 0.08 -0.14 -0.70
O 3.43507 -3.69443 -8.60252 -0.35 -0.20 -0.73 -0.84
H 2.16969 -5.36157 -11.07653 -0.20 -0.44 -0.44 0.34
H 3.75338 -5.88742 -10.33219 -0.69 0.81 -0.70 0.22
H 3.59007 -4.29724 -11.21139 0.21 0.10 0.06 0.32
C 5.01703 0.26142 7.81567 0.32 -0.29 -0.21 -0.98
C 3.93191 0.07766 6.74248 -1.25 -0.83 -2.01 0.29
O 3.39093 -1.06235 6.62594 0.54 1.10 0.58 -0.72
O 3.68802 1.03470 5.90229 0.77 -0.60 1.71 -0.42
H 5.06339 -0.60693 8.51410 0.00 0.57 -0.75 0.31
H 4.84278 1.15871 8.41715 0.10 0.05 -0.23 0.27
H 5.98081 0.36546 7.24462 -0.71 -0.05 0.75 0.15
C -8.52804 4.93533 1.41288 -0.11 0.11 1.70 -0.83
C -8.52454 3.42547 1.47832 1.36 -2.24 -0.69 0.69
O -7.37094 2.99050 1.81478 -1.02 0.32 0.05 -0.55
O -9.52696 2.82084 1.08222 0.19 0.33 0.48 -0.61
H -8.33731 5.32049 2.40016 0.10 0.11 0.52 0.26
H -9.50971 5.17659 1.14763 -1.25 0.86 -0.87 0.31
H -7.73523 5.26945 0.81569 0.79 0.50 -1.21 0.27
C 3.70035 -1.26220 3.28616 -1.51 0.06 -1.08 -0.99
C 2.89498 -1.33108 1.95167 -0.64 0.91 0.44 0.82
O 3.26014 -1.12774 0.82319 0.63 -0.10 0.39 -0.67
O 1.55782 -1.54306 2.14089 1.08 -0.54 1.06 -0.46
H 3.06569 -0.78945 4.07999 0.91 0.18 -0.70 0.07
H 4.66976 -0.78107 3.08544 -0.42 -0.42 0.45 0.31
H 3.72210 -2.29551 3.62267 0.76 -0.19 0.10 0.44
C -2.87904 -4.76058 -2.92441 -0.82 1.64 -1.39 -0.69
C -1.89418 -4.46443 -1.83317 -2.54 0.95 -1.06 0.76
O -0.94659 -5.16836 -1.75592 2.19 -0.58 0.99 -0.61
O -2.23300 -3.40924 -1.10786 -0.31 -0.15 -0.32 -0.32
H -3.82805 -4.18080 -3.11546 1.05 -0.37 1.00 0.08
H -3.07503 -5.78060 -2.83208 -0.61 -1.74 -0.08 0.38
H -2.31835 -4.63600 -3.85752 -0.05 -0.23 0.14 0.26
C -0.42552 7.04320 2.34602 0.77 2.49 -2.61 -1.03
C 1.09669 7.25106 2.51267 -0.42 0.47 -1.60 0.85
O 1.60826 7.03546 3.61572 0.55 -0.43 1.28 -0.62
O 1.81239 7.66968 1.54566 -0.96 -0.52 0.76 -0.63
H -0.83569 8.05859 1.95631 0.62 -1.60 0.59 0.31
H -0.93169 6.83108 3.23590 -0.53 -0.58 1.39 0.32
H -0.64007 6.32831 1.54154 0.10 0.02 0.33 0.26
```
Forces are in eV/Å.

E_HOMO   -5.88 eV
Multiplicity   1
Charge   -1
E_LUMO   -4.727 eV

[3]
Here is a cluster of 2 separate species, C2H7NS2 in total from OMol25. Energies are from wB97M-V/def2-TZVPD.

XYZ file:
```
12
Properties=species:S:1:pos:R:3:forces:R:3:mulliken_charge:R:1
S -1.48403 1.25052 -0.10685 0.84 -0.61 1.32 0.13
S -0.05428 1.52397 1.40674 -0.77 0.29 -2.23 0.21
H -0.86525 1.68480 -1.21832 0.31 0.78 0.14 0.32
H -0.07750 0.20221 1.57782 -0.21 -0.55 0.69 0.28
C 1.43065 -1.93647 -2.12158 1.32 -0.72 0.64 -0.71
C 0.58860 -2.12170 0.19680 1.64 -2.42 -1.25 -0.24
N 1.27973 -1.61857 -0.70931 -2.95 3.36 -0.90 -0.27
H 1.79184 -1.05618 -2.65445 0.46 -0.31 0.11 0.25
H 2.07032 -2.81637 -2.21913 0.14 0.08 -0.67 0.32
H 0.46000 -2.14876 -2.57561 -0.05 -0.14 0.49 0.29
H -0.24142 -1.62271 0.69744 0.42 0.49 1.07 0.12
H 0.76556 -3.19987 0.33846 -1.15 -0.24 0.58 0.30
```
Forces are in eV/Å.

E_HOMO (alpha / beta)   -11.71 / -11.71 eV
Multiplicity   2
Energy above the lowest of the compared OMol25 structures with the same formula, charge and spin   72.0 kcal per mole
Charge   +1
E_LUMO (alpha / beta)   -5.965 / -9.412 eV